Record 1
C19H25AsBrF6N2O3Pt | ωB97M-V with the def2-TZVPD basis set

Values from the calculation:
**LUMO (spin up / spin down)**: -8.89 / -8.55 eV
**Net charge**: +2
**F_max**: 2.10 eV/Å
**E**: -6602.032415 Eh
**HOMO level (spin up / spin down)**: -14.4 / -14.4 eV
**Expectation value of S²**: 0.755
**Multiplicity**: 2
**Energy relative to the best compared isomer or geometry (same formula, charge and spin)**: 0.0000 eV

Element x y z (Å)
Pt (0.596438, -0.317715, -0.234988)
N (-0.191059, -2.101506, 4.313230)
C (1.066293, -1.322674, 4.069455)
C (1.425378, -1.173024, 2.587602)
N (0.791518, -0.046822, 1.843898)
H (-0.398070, -2.170716, 5.311780)
H (-0.123882, -3.049498, 3.936375)
H (-1.004405, -1.653442, 3.860584)
H (1.871918, -1.867282, 4.556548)
H (0.961723, -0.354223, 4.557493)
H (1.200047, -2.098292, 2.059504)
H (2.498437, -1.013233, 2.526257)
H (1.295344, 0.831272, 1.973909)
H (-0.196481, 0.101563, 2.086870)
C (-5.347833, 0.165008, -3.732516)
C (-4.208524, 0.762397, -2.973376)
C (-4.378740, 1.883959, -2.175549)
C (-3.326248, 2.464815, -1.475053)
C (-3.602890, 3.662972, -0.607652)
C (-2.054571, 1.861303, -1.565775)
C (-1.025557, 2.333851, -0.699992)
O (0.014016, 1.750790, -0.315024)
C (-1.852471, 0.746512, -2.415329)
C (-0.495609, 0.191114, -2.675912)
C (-2.923050, 0.204168, -3.080492)
H (-6.221411, 0.811400, -3.736577)
H (-5.634019, -0.790820, -3.285309)
H (-5.055310, -0.047481, -4.761110)
H (-5.364415, 2.323146, -2.084992)
H (-4.599269, 4.048503, -0.805954)
H (-2.892359, 4.471420, -0.785564)
H (-3.563170, 3.396608, 0.450406)
H (-1.152259, 3.346072, -0.305682)
H (0.290160, 0.940673, -2.730418)
H (-0.463441, -0.422354, -3.573688)
H (-0.229870, -0.563990, -1.849720)
H (-2.782410, -0.660979, -3.718861)
Br (4.187816, 1.273142, 1.588568)
C (5.206500, 0.138575, 0.451382)
C (6.582754, 0.186721, 0.543786)
C (7.339779, -0.664771, -0.252054)
C (6.724997, -1.549492, -1.124161)
C (5.343980, -1.587325, -1.218820)
C (4.575675, -0.738447, -0.431860)
C (3.099323, -0.711932, -0.519454)
O (2.513291, 0.225806, -1.130784)
O (2.372926, -1.572840, 0.070050)
H (7.057235, 0.878430, 1.225443)
H (8.418500, -0.631125, -0.183918)
H (7.323487, -2.213537, -1.731977)
H (4.865828, -2.267728, -1.911546)
F (-1.672850, -0.146047, 0.362855)
As (-2.756646, -1.120260, 1.421625)
F (-3.130234, -2.123328, 0.114365)
F (-1.271846, -2.035056, 1.778441)
F (-3.579016, -1.993035, 2.612783)
F (-2.133033, 0.015854, 2.688548)
F (-3.992438, -0.007112, 1.102371)

Forces on atoms 1 to 3 (eV/Å):
0.87 1.76 0.76
-0.41 0.28 -0.13
0.14 0.44 -0.26



Record 2
C19H25BrN2O5Ru | ωB97M-V with the def2-TZVPD basis set

Values from the calculation:
**LUMO (spin up / spin down)**: -2.69 / -2.46 eV
**Net charge**: +1
**F_max**: 0.37 eV/Å
**E**: -3893.296023 Eh
**HOMO level (spin up / spin down)**: -9.9 / -9.9 eV
**Expectation value of S²**: 0.894
**Multiplicity**: 2
**Energy relative to the best compared isomer or geometry (same formula, charge and spin)**: 1.4174 eV

Element x y z (Å)
Ru (-0.282483, 0.565824, 0.196644)
C (-2.207374, -1.601084, -1.341131)
C (-2.772445, -0.204174, -1.231155)
O (-2.415885, 0.269289, 0.075511)
C (-3.155873, 1.359451, 0.609681)
C (-2.569727, 1.686654, 2.013961)
O (-1.424485, 0.899795, 2.356925)
C (-1.710541, -0.347326, 2.999694)
C (-0.550676, -1.277616, 2.733658)
O (-0.524798, -1.438489, 1.321357)
C (0.366123, -2.396590, 0.752058)
C (-0.214633, -2.736445, -0.622175)
O (-0.781895, -1.569097, -1.214671)
H (-2.484669, -2.034202, -2.306173)
H (-2.634521, -2.212321, -0.541946)
H (-3.860424, -0.245789, -1.325791)
H (-2.357777, 0.477114, -1.977448)
H (-4.207299, 1.070658, 0.675805)
H (-3.061558, 2.225116, -0.049635)
H (-3.333369, 1.567947, 2.784109)
H (-2.228155, 2.719282, 2.031288)
H (-2.619830, -0.783633, 2.579829)
H (-1.845163, -0.188740, 4.072593)
H (-0.715487, -2.239974, 3.225109)
H (0.393115, -0.849550, 3.088732)
H (0.416870, -3.291805, 1.376995)
H (1.365777, -1.960780, 0.671988)
H (-0.978890, -3.509308, -0.526955)
H (0.575083, -3.114229, -1.272213)
O (5.653768, 2.058854, 1.216831)
C (4.389438, 1.650982, 1.056288)
C (3.393170, 1.821227, 2.017644)
C (2.125508, 1.388699, 1.722483)
N (1.781476, 0.792464, 0.565181)
C (2.764579, 0.600054, -0.320129)
Br (2.340732, -0.304328, -1.911163)
C (4.066245, 1.012699, -0.133673)
H (5.773779, 2.498233, 2.066973)
H (3.596156, 2.300669, 2.965915)
H (1.316786, 1.533815, 2.428181)
H (4.817833, 0.849281, -0.890756)
N (-0.338394, 1.894279, -1.018089)
C (0.599846, 2.917139, -1.152553)
C (1.222019, 3.112608, -2.391122)
C (2.167017, 4.111808, -2.546618)
C (2.474163, 4.964279, -1.492430)
C (1.824004, 4.808150, -0.276049)
C (0.901257, 3.788607, -0.101952)
H (0.954253, 2.464609, -3.215584)
H (2.655585, 4.240092, -3.504006)
H (3.197140, 5.757462, -1.626706)
H (2.034181, 5.486933, 0.541038)
H (0.385745, 3.664006, 0.843654)

Forces on atoms 1 to 3 (eV/Å):
-0.10 0.35 -0.06
0.03 0.01 0.01
0.00 0.02 0.00



Record 3
C19H25ClN2O5S | ωB97M-V with the def2-TZVPD basis set

Values from the calculation:
**LUMO**: -0.78 eV
**F_max**: 17.07 eV/Å
**E**: -2082.441257 Eh
**HOMO level**: -8.6 eV
**Energy relative to the best compared isomer or geometry (same formula, charge and spin)**: 19.0435 eV

Element x y z (Å)
C (-0.949848, -1.605436, 2.379894)
H (-0.618419, -2.523378, 1.919212)
H (-1.839073, -1.705514, 2.735808)
H (-0.268455, -1.091459, 3.053042)
C (-1.300837, -0.397205, 1.187181)
C (-1.488358, 0.842108, 1.831362)
C (-1.630203, 1.746733, 0.767751)
C (-2.624229, 1.544037, -0.393986)
H (-2.665151, 2.211319, -1.207443)
C (-2.506065, -0.004005, -0.898201)
N (-1.166104, -0.084212, -1.835949)
C (-1.443743, -0.442364, -3.054341)
O (-2.811449, -0.879486, -3.483561)
C (-0.240087, -0.613600, -3.986340)
C (0.798477, -1.272036, -3.413160)
H (1.242884, -2.155181, -3.989656)
H (0.342716, -2.015732, -2.474701)
S (2.185123, -0.399824, -2.774565)
O (2.132500, 0.977393, -3.563192)
O (3.499103, -1.150099, -3.071688)
C (2.152174, -0.023161, -1.048940)
C (2.193497, 1.059232, -0.432367)
C (2.268586, 1.354529, 0.787563)
C (2.408710, 0.192706, 1.777481)
C (2.570902, -0.755214, 1.042416)
C (2.308239, -1.213820, -0.270423)
Cl (2.236289, -2.772363, -0.761751)
H (2.695633, -1.790496, 1.766846)
N (2.475912, 0.532117, 3.146524)
C (2.289965, 1.764643, 3.579377)
O (2.613498, 2.081788, 4.686454)
C (1.849023, 3.046373, 2.589561)
H (2.377547, 3.825805, 2.835907)
O (2.012016, 2.738543, 1.275557)
H (0.726730, 3.052026, 2.804341)
H (2.929517, -0.225354, 3.566584)
H (1.968965, 2.133097, -1.360863)
H (-0.591912, -1.189044, -4.838957)
H (0.086366, 0.449839, -4.075780)
H (-0.323007, 0.265384, -1.487481)
H (-3.437864, -0.475995, -1.422607)
C (-2.136583, -1.180165, 0.477254)
C (-2.012122, -2.391854, -0.166261)
H (-2.303818, -3.154453, 0.572467)
H (-2.573746, -2.496324, -1.068116)
H (-1.079518, -2.546063, -0.744699)
H (-3.311578, -1.075789, 0.826393)
H (-3.782707, 1.401087, 0.104630)
H (-1.675517, 2.927665, 0.888474)
H (-0.482618, 1.905941, 0.172397)
H (-0.592444, 1.197646, 2.373335)
H (-2.324096, 0.878618, 2.248252)
H (-0.184822, -0.499003, 0.428963)

Forces on atoms 1 to 3 (eV/Å):
5.01 3.48 -3.27
0.50 -0.01 0.09
-5.42 -0.93 2.93



Record 4
C19H25CsN2O5S3 | ωB97M-V with the def2-TZVPD basis set

Values from the calculation:
**LUMO**: -0.09 eV
**F_max**: 0.69 eV/Å
**E**: -2439.490533 Eh
**HOMO level**: -7.5 eV
**Energy relative to the best compared isomer or geometry (same formula, charge and spin)**: 0.4764 eV

Element x y z (Å)
Cs (0.118366, -0.043282, -0.299995)
O (3.777107, 0.342852, -3.918072)
C (2.705781, 0.282465, -3.106107)
O (2.791857, -0.065420, -1.956244)
C (1.474880, 0.701897, -3.871546)
O (0.347137, 0.706632, -3.063218)
C (-0.813929, 1.178425, -3.763989)
C (-2.049692, 1.242438, -2.832766)
O (-2.912623, 2.049836, -3.187745)
O (-2.037720, 0.478206, -1.832245)
H (4.552323, 0.070303, -3.401451)
H (1.375485, 0.013371, -4.723055)
H (1.685194, 1.692890, -4.296705)
H (-1.025465, 0.514519, -4.610117)
H (-0.622693, 2.184564, -4.145387)
C (-0.905612, -4.338376, 0.187377)
C (-0.837953, -4.304922, 1.708797)
S (-0.731729, -2.651066, 2.457591)
C (0.689908, -2.828544, 3.571209)
C (2.013899, -3.310213, 2.988884)
S (2.681909, -2.268189, 1.661890)
C (3.038135, -3.466931, 0.348656)
C (1.934652, -4.421055, -0.094010)
S (0.456026, -3.620270, -0.772260)
H (-1.774440, -3.781208, -0.167996)
H (-1.043003, -5.376541, -0.121379)
H (0.000773, -4.894889, 2.074905)
H (-1.742529, -4.783885, 2.086498)
H (0.412735, -3.496492, 4.389197)
H (0.804806, -1.830070, 3.996467)
H (1.930243, -4.327228, 2.610645)
H (2.742815, -3.339885, 3.800246)
H (3.905192, -4.061422, 0.643284)
H (3.343995, -2.834232, -0.486900)
H (1.629678, -5.080875, 0.717006)
H (2.349311, -5.062176, -0.873494)
N (-1.487994, 3.067300, -0.016453)
C (-1.089675, 4.016617, 0.883467)
C (-1.544178, 5.315767, 0.904059)
C (-1.025616, 6.245491, 1.824835)
C (-0.060221, 5.904080, 2.729164)
C (0.439635, 4.581017, 2.737274)
C (1.455661, 4.138337, 3.612238)
C (1.907935, 2.851997, 3.537151)
C (1.339384, 1.991460, 2.580434)
N (0.389830, 2.357920, 1.755254)
C (-0.068940, 3.634359, 1.819910)
H (-2.306756, 3.191326, -0.591571)
H (-1.326184, 2.127839, 0.299424)
H (-2.305350, 5.624818, 0.198811)
H (-1.409440, 7.257845, 1.807205)
H (0.332706, 6.627259, 3.432250)
H (1.871760, 4.833908, 4.331541)
H (2.692138, 2.489162, 4.187728)
H (1.693852, 0.966228, 2.495668)

Forces on atoms 1 to 3 (eV/Å):
0.36 -0.40 0.44
0.10 -0.03 0.03
0.18 -0.02 -0.08



Among the records above, which one has the lowest F_max?
C19H25BrN2O5Ru